56
Properties=species:S:1:pos:R:3:forces:R:3:lowdin_spin:R:1 method="wB97M-V/def2-TZVPD" charge=+2 e_above_lowest_kj_mol=0.0 lumo_ha="-0.2670 / -0.3670" gap_ev="7.30 / 4.58" max_force_ev_per_a=0.363 energy_ha=-2566.7724 spin_multiplicity=2
Ir -0.763763 -0.901087 -1.828750 0.1 0.0 0.2 0.000
C 0.967599 0.863582 -5.645775 0.0 0.0 0.0 0.000
C 0.583250 1.481089 -4.294487 0.1 0.0 -0.1 0.000
O 0.934888 2.845467 -4.190102 0.0 0.0 0.1 0.000
P -1.215802 1.429481 -4.040482 0.0 0.0 0.0 0.000
O -1.962727 1.700068 -5.380387 -0.1 0.0 0.0 0.000
O -1.611615 2.607877 -3.101737 -0.1 0.0 0.0 0.000
O -1.615615 0.115190 -3.418896 0.0 -0.2 -0.1 0.000
P 1.379411 0.484907 -2.978761 0.0 -0.2 0.0 0.000
O 0.453737 0.839384 -1.618219 -0.1 0.3 0.0 0.000
O 2.808465 0.708778 -2.867749 0.0 0.1 0.1 0.000
O 0.761409 -0.947640 -3.120945 -0.1 -0.1 -0.1 0.000
H 0.599619 1.506264 -6.444724 0.0 0.0 0.0 0.000
H 0.566016 -0.143733 -5.761960 0.0 0.0 0.0 0.000
H 2.054233 0.799696 -5.724076 0.0 0.0 0.0 0.000
H 1.863826 2.960721 -4.436957 0.0 0.0 0.0 0.000
H -2.132998 0.975400 -5.998293 0.0 0.0 0.0 0.000
H -1.458512 3.510528 -3.421359 0.1 0.0 0.0 0.000
H 0.828204 1.266499 -0.819361 0.2 -0.2 -0.1 0.000
O -0.751568 -1.469003 -0.013422 -0.1 -0.1 0.0 -0.001
Si -0.344936 -0.763123 1.437972 -0.1 0.0 -0.2 0.023
C 1.235459 0.185712 1.206437 0.0 0.0 0.1 0.031
C 2.351890 -0.478772 0.676700 0.0 0.0 0.0 0.012
C 3.501627 0.219349 0.344517 0.0 0.0 0.0 0.000
C 3.552961 1.594679 0.538441 0.0 0.0 0.0 0.010
C 2.464175 2.268745 1.079065 0.0 0.0 0.0 0.005
C 1.313040 1.567782 1.423200 0.0 0.0 0.0 0.007
C -1.778259 0.169703 2.110102 0.1 0.0 0.1 0.005
C -2.206865 1.322432 1.441141 0.0 0.0 0.0 0.000
C -3.305903 2.034276 1.891307 0.0 0.0 0.0 0.000
C -3.991210 1.604446 3.021194 0.0 0.0 0.0 0.000
C -3.584937 0.461678 3.693064 0.0 0.0 0.0 0.001
C -2.486720 -0.253067 3.237977 0.0 0.0 0.0 0.005
C 0.176380 -2.170604 2.603367 0.0 0.2 0.1 0.276
C 0.326737 -3.513506 2.198094 0.0 0.0 0.0 0.034
C 0.691868 -4.459472 3.113520 0.0 0.0 0.0 0.131
C 0.970307 -4.078884 4.467505 0.0 0.0 0.0 0.276
C 0.866826 -2.745969 4.885816 0.0 -0.1 0.0 0.022
C 0.508303 -1.801773 3.965054 0.0 -0.1 0.0 0.146
H 2.316265 -1.548727 0.494681 0.0 0.0 0.0 0.000
H 4.349821 -0.299229 -0.080403 0.0 0.0 0.0 0.000
H 4.446439 2.142177 0.269786 0.0 0.0 0.0 0.000
H 2.514799 3.337656 1.238926 0.0 0.0 0.0 0.000
H 0.472652 2.098607 1.854750 0.0 0.0 0.0 0.000
H -1.682919 1.673264 0.555935 0.0 0.0 0.0 0.000
H -3.630723 2.923284 1.367730 0.0 0.0 0.0 0.000
H -4.847843 2.161760 3.375795 0.0 0.0 0.0 0.000
H -4.126824 0.125491 4.566646 0.0 0.0 0.0 0.000
H -2.195542 -1.155475 3.765399 0.0 0.0 0.0 0.004
H 0.103546 -3.793605 1.177350 0.0 0.0 0.0 -0.002
H 0.768383 -5.502350 2.835740 0.0 0.0 0.0 0.004
H 1.284229 -4.839483 5.171640 0.0 0.0 0.0 0.011
H 1.091293 -2.477258 5.908337 0.0 0.0 0.0 -0.003
H 0.456993 -0.757641 4.252451 0.0 0.0 0.0 0.003
O -2.198054 -3.410983 -2.652048 0.0 -0.1 0.0 0.000
C -1.671327 -2.474600 -2.330742 0.1 0.1 0.1 0.000